(1)
Below is C21H36F10InO6 as an isolated structure, with properties calculated with ωB97M-V/def2-TZVPD.

Structure (ORCA input):
```
! RIJCOSX wB97M-V def2-TZVPD def2/J DEFGRID3
* xyz -1 1
C 1.28 2.37 1.05
C 0.55 2.82 -0.25
O 1.30 2.47 -1.38
In 0.61 0.75 -2.33
F 0.64 -0.83 -1.01
C -1.45 1.19 -3.08
C -2.35 -0.06 -3.28
C -3.60 -0.08 -2.43
F -4.09 1.15 -2.28
F -4.60 -0.78 -2.99
C -3.36 -0.62 -0.98
F -2.21 -0.22 -0.51
F -4.29 -0.04 -0.20
C -3.55 -2.15 -0.77
F -3.17 -2.38 0.50
F -4.82 -2.47 -0.82
C -2.70 -3.10 -1.63
F -2.94 -4.33 -1.18
F -1.44 -2.89 -1.48
F -3.01 -3.09 -2.90
C 2.10 0.23 -3.95
O 3.26 1.06 -3.74
O 4.36 0.26 -3.43
H 0.61 1.85 1.72
H 2.16 1.79 0.79
H 1.64 3.26 1.58
H 0.52 3.93 -0.23
H -0.50 2.48 -0.27
H -1.88 1.94 -2.42
H -1.30 1.66 -4.05
H -1.74 -0.94 -3.10
H -2.67 -0.13 -4.32
H 2.42 -0.80 -3.80
H 1.68 0.36 -4.95
H 4.31 0.15 -2.47
C -0.10 -2.71 2.51
C -0.28 -1.76 3.69
C 0.99 -0.93 3.62
O 1.36 -0.86 2.25
C 0.59 -1.81 1.49
H -1.03 -3.13 2.14
H 0.57 -3.53 2.80
H -1.16 -1.12 3.52
H -0.41 -2.26 4.65
H 1.81 -1.41 4.18
H 0.86 0.09 4.01
H -0.14 -1.26 0.90
H 1.24 -2.35 0.81
C 3.17 -3.30 7.77
C 1.88 -3.27 8.59
C 0.82 -3.25 7.50
O 1.37 -3.96 6.38
C 2.77 -4.17 6.59
H 4.03 -3.68 8.31
H 3.40 -2.29 7.42
H 1.80 -4.19 9.17
H 1.81 -2.43 9.27
H 0.60 -2.23 7.17
H -0.11 -3.73 7.80
H 2.92 -5.23 6.81
H 3.31 -3.92 5.68
C 0.25 5.49 -6.44
C -0.61 5.81 -5.22
C -1.38 4.51 -5.04
O -0.54 3.46 -5.52
C 0.57 4.02 -6.22
H 1.14 6.12 -6.53
H -0.34 5.62 -7.35
H 0.04 5.98 -4.35
H -1.25 6.67 -5.34
H -2.30 4.51 -5.65
H -1.65 4.32 -4.01
H 1.47 3.90 -5.60
H 0.73 3.48 -7.15
*
```

Löwdin population analysis, charges in e, atoms 1 to 5: C -0.09; C -0.42; O -0.36; In 0.92; F -0.46



(2)
Below is C21H36F3NO13V2 as an isolated structure, with properties calculated with ωB97M-V/def2-TZVPD.

Structure (ORCA input):
```
! RIJCOSX wB97M-V def2-TZVPD def2/J DEFGRID3
* xyz 0 1
O -15.13 24.31 -0.57
V -16.06 25.09 -1.55
O -17.10 25.92 -0.68
O -16.97 27.37 -6.74
V -17.21 26.46 -5.47
O -18.75 26.18 -5.51
C -15.99 27.77 -3.43
O -17.09 28.27 -4.18
O -16.17 26.41 -3.44
C -14.71 28.48 -3.97
F -13.88 27.67 -4.65
F -14.97 29.47 -4.86
F -13.98 29.04 -3.00
C -17.73 29.49 -3.87
C -18.16 30.27 -5.12
H -19.17 29.98 -5.40
H -18.23 31.34 -4.92
H -17.37 30.05 -5.84
H -17.12 30.06 -3.16
H -18.67 29.28 -3.35
H -16.09 28.10 -2.39
C -16.82 21.89 -0.52
C -18.03 21.93 -1.47
C -19.21 21.69 -0.51
C -20.58 21.93 -1.15
C -20.63 23.37 -1.55
C -19.47 23.81 -2.51
N -18.17 23.29 -2.05
O -17.11 23.60 -2.93
C -19.53 25.34 -2.49
C -19.87 23.21 -3.89
C -17.98 20.73 -2.41
H -16.75 22.79 0.09
H -15.91 21.92 -1.12
H -16.75 20.96 0.04
H -19.03 22.36 0.33
H -19.27 20.63 -0.24
H -21.39 21.65 -0.48
H -20.71 21.26 -2.00
H -20.63 24.05 -0.69
H -21.60 23.61 -1.99
H -20.19 25.90 -1.82
H -19.98 25.69 -3.43
H -18.52 25.75 -2.48
H -19.45 23.94 -4.59
H -20.92 23.02 -4.09
H -19.38 22.24 -4.00
H -17.45 21.05 -3.32
H -18.90 20.24 -2.74
H -17.44 19.87 -2.01
C -18.44 33.11 -2.39
C -18.92 32.66 -1.02
C -20.33 32.02 -0.92
O -19.99 30.71 -0.46
C -18.70 30.63 -0.04
O -18.18 29.69 0.46
O -18.04 31.77 -0.40
H -18.06 34.13 -2.34
H -19.27 33.13 -3.10
H -17.68 32.44 -2.80
H -19.10 33.55 -0.41
H -20.79 32.14 -1.90
H -20.99 32.40 -0.15
C -14.59 33.16 -4.04
C -15.04 34.22 -5.01
C -15.71 33.77 -6.30
O -16.74 34.74 -6.55
C -16.97 35.41 -5.39
O -17.77 36.27 -5.25
O -16.11 35.01 -4.43
H -15.33 32.80 -3.33
H -13.84 33.54 -3.34
H -14.07 32.36 -4.56
H -14.21 34.86 -5.31
H -16.28 32.85 -6.10
H -15.14 33.78 -7.22
*
```

Löwdin population analysis, charges in e, atoms 1 to 5: O -0.34; V 1.00; O -0.32; O -0.27; V 1.11



(3)
Below is C21H36MoP2S as an isolated structure, with properties calculated with ωB97M-V/def2-TZVPD.

**<S²>**: 2.05

Structure (ORCA input):
```
! RIJCOSX wB97M-V def2-TZVPD def2/J DEFGRID3
* xyz 2 3
P -0.25 -1.15 -2.68
P 1.00 1.79 -0.62
C 0.53 0.50 -3.18
C 1.55 1.23 -2.29
H -0.34 1.15 -3.38
H 1.01 0.32 -4.15
H 2.49 0.66 -2.21
H 1.81 2.18 -2.80
C -0.13 3.17 -0.98
H -0.44 3.64 -0.05
H -1.03 2.83 -1.51
H 0.39 3.91 -1.60
C 2.51 2.39 0.23
H 2.55 3.46 0.05
H 3.41 1.86 -0.12
H 2.44 2.24 1.37
C -1.61 -2.01 -3.83
H -1.30 -3.05 -4.07
H -1.68 -1.45 -4.76
H -2.62 -2.15 -3.43
C 0.79 -1.97 -4.02
H 1.85 -1.79 -3.85
H 0.46 -1.52 -4.96
H 0.61 -3.05 -4.04
Mo 0.97 1.24 1.42
C -2.24 1.00 -2.41
C -2.75 -0.17 -1.97
C -2.73 -0.81 -0.60
C -1.88 -2.13 -0.37
C -1.04 -2.69 -1.48
C 0.40 -2.71 -1.60
C 1.16 -1.70 -0.58
C 0.37 -0.44 -0.01
C 1.87 -0.26 2.66
H -2.76 1.97 -2.43
H -3.34 -0.80 -2.65
H -3.77 -1.12 -0.40
H -2.48 -0.03 0.15
H -1.35 -2.01 0.58
H -2.64 -2.89 -0.09
H -1.60 -3.45 -2.01
H 1.00 -3.48 -2.07
H 2.11 -1.34 -1.00
H 1.45 -2.27 0.31
H -0.52 -0.20 -0.64
H -0.04 -0.67 1.00
H 2.64 0.22 3.30
H 2.34 -1.02 2.02
H 1.11 -0.74 3.30
S -0.52 2.57 2.57
C -0.30 1.88 4.15
C 0.91 2.06 4.85
C 1.24 1.16 5.86
C 0.31 0.21 6.28
C -0.99 0.22 5.76
C -1.33 1.10 4.73
H 1.63 2.79 4.48
H 2.24 1.19 6.30
H 0.59 -0.52 7.04
H -1.73 -0.49 6.13
H -2.32 1.12 4.28
*
```

Löwdin population analysis, charges in e, atoms 1 to 5: P 1.06; P 0.64; C -0.29; C -0.30; H 0.06



(4)
Below is C21H36MoP2Se as an isolated structure, with properties calculated with ωB97M-V/def2-TZVPD.

**<S²>**: 2.31

Structure (ORCA input):
```
! RIJCOSX wB97M-V def2-TZVPD def2/J DEFGRID3
* xyz 2 3
P 0.29 -1.73 0.37
P -0.03 1.79 0.40
C 0.01 -0.67 -1.09
C 0.42 0.80 -1.03
H -1.03 -0.78 -1.45
H 0.65 -1.17 -1.82
H 1.50 0.92 -1.25
H -0.12 1.32 -1.82
C -1.70 2.47 0.09
H -1.92 3.14 0.93
H -2.46 1.67 0.06
H -1.67 3.03 -0.86
C 1.15 3.13 0.53
H 1.00 3.80 -0.34
H 2.17 2.72 0.54
H 0.96 3.66 1.48
C -0.82 -3.14 0.12
H -0.71 -3.78 1.00
H -0.52 -3.67 -0.80
H -1.86 -2.79 0.05
C 1.99 -2.31 0.27
H 2.68 -1.45 0.29
H 2.10 -2.89 -0.66
H 2.16 -2.94 1.16
Mo -0.52 -0.04 1.66
C 0.51 1.57 -3.94
C -0.83 1.63 -3.81
C -1.79 0.95 -4.73
C -1.38 -0.51 -5.10
C -0.68 -1.26 -4.01
C 0.67 -1.37 -3.94
C 1.63 -0.60 -4.79
C 1.22 0.87 -5.06
C -0.03 -1.61 3.12
H 1.18 2.18 -3.33
H -1.31 2.36 -3.14
H -1.88 1.51 -5.67
H -2.79 0.93 -4.28
H -2.32 -1.04 -5.32
H -0.80 -0.50 -6.04
H -1.33 -1.87 -3.39
H 1.14 -2.19 -3.39
H 1.76 -1.10 -5.77
H 2.63 -0.61 -4.31
H 2.17 1.42 -5.23
H 0.67 0.93 -6.02
H 0.69 -1.22 3.86
H 0.31 -2.61 2.81
H -1.00 -1.73 3.65
Se 0.01 1.43 3.60
C -0.11 0.77 5.46
C -1.36 0.45 6.00
C -1.42 -0.17 7.26
C -0.26 -0.41 8.01
C 0.98 0.00 7.48
C 1.06 0.61 6.23
H -2.26 0.65 5.43
H -2.39 -0.47 7.66
H -0.32 -0.88 8.99
H 1.88 -0.16 8.06
H 2.01 0.93 5.83
*
```

Löwdin population analysis, charges in e, atoms 1 to 5: P 0.71; P 0.64; C -0.38; C -0.38; H 0.10



(5)
Below is C21H36P2PbSe as an isolated structure, with properties calculated with ωB97M-V/def2-TZVPD.

Structure (ORCA input):
```
! RIJCOSX wB97M-V def2-TZVPD def2/J DEFGRID3
* xyz 2 1
P -1.04 1.66 2.19
P -2.37 -1.21 -0.28
C -1.18 1.44 0.30
C -2.42 0.63 -0.18
H -0.27 0.93 -0.07
H -1.19 2.45 -0.16
H -3.27 0.84 0.49
H -2.66 0.95 -1.20
C -1.14 -1.81 -1.47
H -0.90 -2.85 -1.24
H -0.19 -1.25 -1.45
H -1.56 -1.76 -2.48
C -3.95 -1.82 -0.94
H -3.95 -1.63 -2.03
H -4.81 -1.29 -0.48
H -4.04 -2.90 -0.75
C 0.82 1.90 2.19
H 1.07 2.11 3.24
H 1.08 2.79 1.60
H 1.44 1.05 1.88
C -1.41 3.47 2.34
H -2.48 3.65 2.22
H -0.86 4.05 1.59
H -1.12 3.79 3.35
Pb 2.30 0.55 -0.94
C 0.98 0.78 -2.91
C 2.18 0.06 -3.17
C 3.45 0.67 -3.73
C 3.93 2.03 -3.11
C 3.54 2.39 -1.71
C 2.30 2.89 -1.26
C 1.13 3.27 -2.13
C 0.76 2.23 -3.23
C 2.68 -0.98 0.70
H 0.06 0.18 -2.79
H 2.10 -1.02 -3.32
H 3.35 0.80 -4.82
H 4.26 -0.07 -3.57
H 5.03 1.97 -3.08
H 3.69 2.82 -3.84
H 4.41 2.50 -1.02
H 2.28 3.27 -0.23
H 1.32 4.26 -2.61
H 0.26 3.44 -1.47
H -0.31 2.35 -3.42
H 1.27 2.50 -4.17
H 2.86 -1.97 0.25
H 1.81 -1.01 1.37
H 3.57 -0.57 1.21
Se -1.10 -1.75 1.58
C -1.74 -3.18 2.72
C -1.25 -4.48 2.56
C -1.38 -5.38 3.62
C -2.09 -5.02 4.77
C -2.67 -3.74 4.87
C -2.53 -2.83 3.83
H -0.74 -4.74 1.63
H -0.92 -6.37 3.54
H -2.20 -5.74 5.59
H -3.22 -3.46 5.77
H -3.00 -1.84 3.89
*
```

Löwdin population analysis, charges in e, atoms 1 to 5: P 0.86; P 0.72; C -0.45; C -0.38; H -0.02



(6)
Below is C21H36P2ReS as an isolated structure, with properties calculated with ωB97M-V/def2-TZVPD.

**<S²>**: 3.78

Structure (ORCA input):
```
! RIJCOSX wB97M-V def2-TZVPD def2/J DEFGRID3
* xyz 2 4
P -1.56 1.19 -0.82
P 2.27 -0.32 1.29
C -1.06 -0.93 0.31
C 0.02 -1.00 1.43
H -0.92 -1.57 -0.56
H -2.12 -0.82 0.63
H -0.38 -0.65 2.43
H 0.50 -1.98 1.57
C 3.44 -1.12 0.26
H 4.44 -0.77 0.54
H 3.26 -0.90 -0.80
H 3.32 -2.19 0.45
C 2.52 -0.51 3.04
H 2.57 -1.60 3.25
H 1.67 -0.10 3.60
H 3.45 -0.01 3.38
C -2.04 1.40 -2.52
H -2.36 2.45 -2.67
H -2.85 0.68 -2.73
H -1.19 1.19 -3.19
C -2.96 1.63 0.23
H -2.67 1.63 1.30
H -3.74 0.87 0.06
H -3.30 2.65 -0.04
Re 0.52 0.20 -0.13
C -0.71 -3.57 0.39
C 0.10 -3.37 -0.66
C -0.21 -4.02 -1.97
C -1.66 -3.83 -2.44
C -2.31 -2.56 -1.99
C -3.12 -2.42 -0.95
C -3.28 -3.41 0.16
C -2.03 -4.26 0.44
C -0.55 2.65 -0.57
H -0.41 -3.38 1.42
H 1.07 -2.88 -0.56
H -0.02 -5.11 -1.90
H 0.47 -3.59 -2.71
H -1.65 -3.89 -3.53
H -2.26 -4.67 -2.07
H -2.24 -1.73 -2.70
H -3.88 -1.62 -0.98
H -4.12 -4.11 0.03
H -3.55 -2.81 1.04
H -2.17 -4.61 1.47
H -1.99 -5.13 -0.21
H -0.32 2.76 0.52
H -1.19 3.47 -0.95
H 0.38 2.39 -1.17
S 2.38 1.87 0.43
C 2.69 3.70 0.73
C 2.28 4.41 1.86
C 2.47 5.79 1.94
C 3.08 6.48 0.89
C 3.57 5.77 -0.22
C 3.37 4.39 -0.28
H 1.79 3.87 2.66
H 2.14 6.35 2.82
H 3.22 7.57 0.93
H 4.09 6.27 -1.02
H 3.72 3.82 -1.13
*
```

Löwdin population analysis, charges in e, atoms 1 to 5: P 0.69; P 0.62; C -0.41; C -0.36; H 0.01



(7)
Below is C21H37Al2BeBr4F5IN2O11P as an isolated structure, with properties calculated with ωB97M-V/def2-TZVPD.

Structure (ORCA input):
```
! RIJCOSX wB97M-V def2-TZVPD def2/J DEFGRID3
* xyz 0 1
C -4.15 2.83 5.53
C -3.22 2.16 4.40
C -2.62 3.19 3.31
I -3.70 5.12 3.34
P -2.61 2.53 1.50
N -1.63 3.96 0.95
C -0.96 1.59 1.76
C -1.14 -0.04 1.74
C 0.35 -0.62 2.11
O -1.56 -0.38 0.40
C -1.93 -1.78 0.32
C -1.53 -2.44 -1.11
C -1.89 -3.98 -1.27
C -1.46 -4.65 -2.63
C -0.79 -3.86 -3.78
C -0.47 -2.33 -3.59
C -0.84 -1.60 -2.24
H -4.39 2.02 6.31
H -3.62 3.67 6.12
H -5.18 3.18 5.13
H -3.80 1.29 3.96
H -2.31 1.71 4.95
H -1.54 3.46 3.66
H -3.82 3.27 1.25
H -2.61 2.08 0.11
H -3.37 1.33 1.83
H -0.83 4.00 1.61
H -1.25 3.75 0.01
H -0.26 1.83 0.86
H -0.37 1.88 2.69
H -1.87 -0.35 2.57
H 0.26 -1.61 2.67
H 0.87 0.13 2.81
H 0.99 -0.75 1.16
H -3.05 -1.96 0.52
H -1.37 -2.43 1.10
H -2.41 -4.57 -0.44
H -1.68 -5.77 -2.78
H -0.54 -4.41 -4.75
H 0.01 -1.71 -4.42
H -0.63 -0.49 -2.09
Al -3.32 -2.76 -2.59
O 0.29 3.17 4.43
H 0.26 4.01 4.90
C 2.58 2.58 -1.03
Br 2.06 2.78 0.83
Br 4.50 2.43 -1.23
Br 1.66 1.12 -1.89
H 2.28 3.49 -1.54
Br 4.61 3.33 -3.51
C 3.49 -3.36 2.21
C 3.47 -2.90 0.79
O 2.59 -3.80 0.16
C 1.71 -4.19 1.13
O 0.67 -4.74 0.92
O 2.17 -3.87 2.38
F 4.69 -3.02 0.22
H 4.21 -4.16 2.38
H 3.69 -2.55 2.91
H 3.10 -1.87 0.65
O -1.33 0.62 -6.13
H -1.29 0.26 -5.24
C -1.98 -1.16 7.97
N -2.59 0.07 7.40
O -3.58 -0.06 6.70
O -2.06 1.13 7.68
H -2.55 -2.02 7.64
H -0.95 -1.21 7.60
H -2.01 -1.07 9.05
C 3.25 2.95 -8.47
C 2.43 3.87 -7.63
O 3.40 4.54 -6.84
C 4.58 4.48 -7.52
O 5.57 5.08 -7.22
O 4.49 3.63 -8.59
H 2.81 2.77 -9.46
H 3.43 1.98 -7.99
H 1.89 4.61 -8.23
H 1.72 3.34 -7.00
Be 0.41 1.37 -5.14
F 1.41 -7.02 -4.22
Al 2.52 -6.02 -3.24
F 2.39 -6.50 -1.54
F 2.08 -4.31 -3.42
F 4.18 -6.27 -3.81
*
```

Löwdin population analysis, charges in e, atoms 1 to 5: C -0.21; C -0.31; C -0.69; I 0.86; P 0.50



no.,E (eV)
1,-66991.969
2,-109992.603
3,-53598.042
4,-108120.356
5,-111513.067
6,-53880.486
7,-372604.259